Entry from OMol25: a 2-piece molecular cluster, C6H11N overall (ωB97M-V/def2-TZVPD).

Geometry (Å):
N: -2.5053 -0.4530 -2.8779
C: 1.2423 -0.0621 1.2315
C: -1.5398 -0.4010 -2.2479
C: 1.0898 1.3720 -0.9802
C: 0.4500 0.7776 0.2638
C: 0.1160 -0.6954 0.4824
C: -1.2242 -0.9953 1.1380
H: 2.2342 -0.3283 0.8760
H: -1.9254 -1.4000 0.3971
H: 1.8137 0.6856 -1.4396
H: -0.6841 -0.3438 -1.5951
H: -1.1581 -1.7099 1.9668
H: 0.3459 1.6506 -1.7409
H: -0.2834 1.4401 0.7302
H: 0.4160 -1.4186 -0.2874
H: 1.6234 2.2917 -0.7114
H: -1.6761 -0.0703 1.5178
H: 1.1831 0.1150 2.3052

Forces on atoms 1 to 3 (eV/Å):
N 0.98 0.04 0.52
C 0.31 0.21 0.04
C -0.93 -0.04 -0.43

The value obtained for the gap between HOMO and LUMO is 0.41857 Eh. The lowest unoccupied orbital energy is 1.0 eV. The value obtained for the molecular weight is 97.16 Da. As for the total energy: -289.91082 Ha.

Löwdin population analysis, charges in e, atoms 1 to 8:
1. N 0.062
2. C -0.094
3. C -0.073
4. C -0.084
5. C -0.326
6. C -0.353
7. C -0.070
8. H 0.105